The following is a DFT calculation (wB97M-V/def2-TZVPD) of a cluster of 6 separate species, C22H47BFN8O7PS3 in total in a non-equilibrium geometry.

Summary:
HOMO energy, eV: -8.96
SMILES string: N=[PH2]B(CCCSC(=S)n1ccnc1)S(=O)(=O)F.CNC(C)=O.CNC(C)=O.CNC(C)=O.CNC(C)=O.CNC(C)=O
Molecular weight, g/mol: 692.65
Frontier orbital gap, eV: 6.947
Calculated total energy, Ha: -3491.79266

Last column: Löwdin charge in e.
Atoms and positions in Å:
N: 3.61 2.78 0.69  -0.32
P: 4.01 3.05 -0.82  0.73
B: 3.80 4.92 -1.30  -0.41
C: 3.05 5.84 -0.35  -0.23
C: 2.15 6.91 -1.01  -0.23
C: 0.80 6.39 -1.55  -0.42
S: 0.48 4.65 -1.17  0.88
C: -1.07 4.63 -0.28  -1.05
S: -1.06 4.85 1.32  0.77
N: -2.26 4.37 -0.96  -0.17
C: -2.58 3.20 -1.59  -0.06
C: -3.82 3.39 -2.06  -0.14
N: -4.27 4.63 -1.74  0.07
C: -3.33 5.21 -1.08  -0.18
S: 4.53 5.48 -2.95  0.59
O: 5.35 4.44 -3.47  -0.28
O: 5.10 6.77 -2.80  -0.24
F: 3.29 5.58 -3.89  -0.14
H: 4.41 2.39 1.18  -0.04
H: 5.34 2.66 -1.07  0.00
H: 3.20 2.33 -1.72  0.01
H: 2.55 5.25 0.41  0.07
H: 3.85 6.38 0.18  0.15
H: 1.99 7.69 -0.27  0.11
H: 2.70 7.36 -1.83  0.09
H: 0.75 6.56 -2.62  0.07
H: 0.01 6.99 -1.12  0.08
H: -1.93 2.35 -1.64  0.10
H: -4.38 2.65 -2.59  0.10
H: -3.36 6.19 -0.67  0.12
C: -0.29 1.07 2.33  -0.07
N: -0.52 1.01 0.90  0.02
C: -0.91 -0.05 0.15  -0.54
C: -1.15 -1.37 0.84  -0.01
O: -1.06 0.09 -1.06  0.01
H: -0.96 1.82 2.76  0.07
H: 0.74 1.37 2.52  0.08
H: -0.47 0.11 2.82  0.05
H: -0.37 1.85 0.37  0.10
H: -1.46 -2.10 0.12  0.06
H: -0.23 -1.71 1.33  0.09
H: -1.93 -1.26 1.59  0.08
C: -1.49 0.63 7.48  -0.08
N: -1.50 -0.07 6.21  0.01
C: -0.65 -1.04 5.77  -0.55
C: 0.46 -1.46 6.70  -0.01
O: -0.80 -1.53 4.66  0.02
H: -2.43 0.45 8.01  0.08
H: -1.38 1.70 7.31  0.08
H: -0.67 0.29 8.11  0.07
H: -2.22 0.16 5.55  0.14
H: 1.05 -2.22 6.20  0.08
H: 1.11 -0.61 6.92  0.09
H: 0.06 -1.86 7.62  0.08
C: 6.54 1.36 -3.62  -0.08
N: 7.08 0.25 -2.84  0.01
C: 8.34 -0.25 -2.84  -0.56
C: 9.35 0.42 -3.75  -0.01
O: 8.64 -1.19 -2.12  0.03
H: 6.16 2.11 -2.94  0.02
H: 5.72 0.99 -4.24  0.09
H: 7.30 1.80 -4.25  0.08
H: 6.46 -0.24 -2.22  0.14
H: 10.30 -0.08 -3.64  0.08
H: 9.03 0.34 -4.79  0.08
H: 9.47 1.47 -3.48  0.08
C: -5.31 -4.83 3.06  -0.08
N: -4.42 -4.11 2.18  0.01
C: -3.68 -4.60 1.14  -0.54
C: -3.80 -6.07 0.84  0.00
O: -2.97 -3.86 0.48  0.03
H: -6.32 -4.41 2.99  0.08
H: -4.97 -4.74 4.09  0.08
H: -5.36 -5.89 2.79  0.07
H: -4.29 -3.12 2.32  0.14
H: -3.16 -6.31 -0.01  0.08
H: -3.47 -6.67 1.69  0.09
H: -4.83 -6.33 0.58  0.08
C: -6.09 -6.42 -3.54  -0.08
N: -5.64 -7.61 -2.83  0.00
C: -4.39 -8.15 -2.81  -0.56
C: -3.32 -7.47 -3.62  -0.01
O: -4.17 -9.16 -2.16  0.03
H: -6.47 -5.69 -2.82  0.08
H: -6.89 -6.68 -4.23  0.08
H: -5.28 -5.97 -4.10  0.07
H: -6.30 -8.11 -2.27  0.14
H: -2.39 -8.02 -3.51  0.08
H: -3.58 -7.45 -4.68  0.08
H: -3.16 -6.45 -3.27  0.08

---

The following is a DFT calculation (wB97M-V/def2-TZVPD) of a structure of composition C22H47MgNO4Si2 in a non-equilibrium geometry.

Summary:
HOMO energy, eV: -7.73
Molecular weight, g/mol: 470.10
Frontier orbital gap, eV: 7.401
Calculated total energy, Ha: -2001.34972

Last column: Löwdin charge in e.
Atoms and positions in Å:
O: -0.32 -1.77 1.20  -0.23
O: -2.78 -0.52 -3.33  -0.18
C: 0.55 -2.54 0.36  -0.22
C: 1.09 -3.84 0.97  -0.05
H: 1.40 -1.91 0.11  0.10
H: 0.07 -2.75 -0.59  0.12
H: 1.57 -3.66 1.93  0.08
H: 1.84 -4.29 0.32  0.09
H: 0.30 -4.58 1.12  0.07
C: -1.48 -2.49 1.65  -0.24
C: -2.44 -3.03 0.59  -0.05
H: -2.04 -1.81 2.29  0.12
H: -1.17 -3.32 2.29  0.11
H: -2.94 -2.22 0.09  0.08
H: -3.21 -3.64 1.06  0.09
H: -1.94 -3.66 -0.14  0.07
C: -3.79 0.46 -3.59  -0.27
C: -2.65 -1.54 -4.32  -0.26
C: -4.99 0.24 -2.67  -0.07
H: -4.10 0.49 -4.64  0.12
H: -3.38 1.45 -3.39  0.11
H: -5.45 -0.73 -2.84  0.06
H: -5.75 1.00 -2.83  0.07
H: -4.68 0.28 -1.63  0.08
C: -3.90 -2.40 -4.51  -0.08
H: -1.83 -2.19 -4.02  0.11
H: -2.35 -1.11 -5.28  0.11
H: -4.23 -2.84 -3.57  0.07
H: -3.71 -3.22 -5.20  0.07
H: -4.73 -1.83 -4.92  0.07
H: -0.65 1.08 -2.46  0.01
Mg: 0.13 -0.02 2.23  0.63
C: -0.16 2.03 -2.50  -0.15
Si: 0.84 2.27 -4.09  0.46
H: -0.99 2.72 -2.57  0.02
H: 0.43 2.34 -1.68  0.01
C: 1.69 0.70 -4.65  -0.19
C: 2.17 3.56 -3.84  -0.19
C: -0.23 2.92 -5.48  -0.19
C: 2.15 0.06 1.77  -0.31
Si: 3.53 1.05 2.62  0.40
H: 2.40 0.00 0.71  -0.03
H: 2.15 -0.96 2.13  -0.05
C: 4.28 2.30 1.44  -0.19
C: 4.94 -0.12 3.04  -0.20
C: 3.03 1.94 4.18  -0.19
H: 0.38 3.23 -6.33  0.03
H: -0.80 3.79 -5.15  0.03
H: -0.94 2.18 -5.83  0.02
H: 2.48 0.40 -3.96  0.03
H: 2.15 0.84 -5.63  0.03
H: 0.99 -0.13 -4.74  0.02
H: 2.72 3.38 -2.92  0.02
H: 1.74 4.56 -3.79  0.03
H: 2.89 3.55 -4.66  0.03
H: 5.12 -0.81 2.21  0.02
H: 4.73 -0.71 3.93  0.02
H: 5.86 0.43 3.22  0.02
H: 2.71 1.24 4.95  0.01
H: 2.21 2.63 3.98  0.03
H: 3.86 2.52 4.58  0.03
H: 5.16 2.77 1.88  0.02
H: 3.58 3.10 1.19  0.02
H: 4.59 1.82 0.52  0.03
O: -2.35 2.54 4.01  -0.02
C: -1.50 1.60 3.65  -0.49
O: -1.15 1.49 2.37  -0.11
C: -0.93 0.65 4.65  -0.16
C: -1.25 0.69 6.02  0.03
C: -0.66 -0.25 6.88  -0.03
C: 0.23 -1.21 6.37  -0.04
C: 0.52 -1.22 5.01  -0.08
N: -0.07 -0.29 4.21  0.04
H: -1.93 1.43 6.42  0.12
H: -0.89 -0.23 7.94  0.11
H: 0.69 -1.93 7.03  0.11
H: 1.20 -1.95 4.59  0.12

---

The following is a DFT calculation (wB97M-V/def2-TZVPD) of a cluster of 3 separate species, C22H48ClN4O9S3 in total in a non-equilibrium geometry.

Summary:
Total charge: +1
HOMO energy, eV: -11.55
Molecular weight, g/mol: 644.30
Frontier orbital gap, eV: 8.340
Calculated total energy, Ha: -3417.72059

Last column: Löwdin charge in e.
Atoms and positions in Å:
C: 1.74 -2.96 3.67  -0.06
C: 2.63 -4.03 3.08  -0.24
O: 2.11 -4.55 1.86  -0.12
C: 2.74 -4.12 0.69  -0.18
C: 2.12 -2.86 0.14  -0.22
C: 2.38 -2.44 -1.32  -0.01
C: 1.53 -1.21 -1.36  -0.20
C: 1.76 0.00 -2.18  -0.06
C: 2.13 1.25 -1.32  -0.14
C: 2.53 0.94 0.12  -0.27
C: 3.03 2.18 0.85  -0.24
S: 3.01 1.78 2.60  0.32
O: 3.76 2.71 3.34  -0.29
O: 3.35 0.42 2.73  -0.33
Cl: 1.02 1.95 3.09  0.40
N: 0.55 -1.38 -0.56  0.19
C: 0.61 -2.68 0.18  -0.20
C: -0.30 -3.69 -0.51  -0.11
C: -1.70 -3.79 0.11  -0.15
C: -2.33 -2.47 0.58  -0.20
C: -3.62 -2.13 -0.15  -0.21
N: -4.48 -1.19 0.60  0.03
C: -3.80 -0.08 1.14  -0.58
N: -3.24 -0.13 2.26  0.15
N: -3.84 1.08 0.31  0.11
H: 2.23 -2.49 4.52  0.08
H: 0.82 -3.40 4.03  0.08
H: 1.56 -2.17 2.95  0.05
H: 3.66 -3.67 2.99  0.12
H: 2.64 -4.85 3.78  0.12
H: 2.67 -4.91 -0.06  0.14
H: 3.79 -3.92 0.84  0.13
H: 2.50 -2.01 0.70  0.14
H: 1.85 -3.11 -2.00  0.15
H: 3.39 -2.39 -1.70  0.14
H: 2.63 -0.21 -2.78  0.11
H: 0.93 0.21 -2.84  0.14
H: 1.29 1.93 -1.29  0.12
H: 2.97 1.76 -1.77  0.11
H: 3.26 0.15 0.20  0.12
H: 1.66 0.62 0.69  0.07
H: 2.32 2.97 0.66  0.10
H: 4.04 2.45 0.55  0.12
H: -0.15 -0.64 -0.49  0.18
H: 0.29 -2.43 1.18  0.14
H: -0.34 -3.46 -1.57  0.12
H: 0.16 -4.66 -0.44  0.12
H: -1.67 -4.50 0.92  0.12
H: -2.36 -4.23 -0.64  0.11
H: -2.59 -2.57 1.63  0.11
H: -1.68 -1.61 0.52  0.07
H: -3.37 -1.77 -1.15  0.12
H: -4.17 -3.05 -0.26  0.11
H: -5.13 -0.81 -0.08  0.11
H: -2.81 0.76 2.49  0.04
H: -3.55 1.89 0.85  0.08
H: -4.82 1.27 0.09  0.08
O: 5.71 3.06 -3.74  -0.27
S: 6.07 1.68 -3.69  0.56
O: 5.39 0.78 -2.79  -0.31
O: 7.63 1.56 -3.47  -0.26
C: 8.22 2.28 -2.36  -0.24
C: 7.99 1.58 -1.03  -0.07
C: 6.03 1.00 -5.32  -0.12
H: 7.85 3.30 -2.34  0.12
H: 9.29 2.32 -2.58  0.13
H: 6.94 1.60 -0.75  0.06
H: 8.57 2.08 -0.25  0.09
H: 8.30 0.54 -1.09  0.09
H: 6.59 1.66 -5.98  0.08
H: 4.99 0.95 -5.62  0.08
H: 6.47 0.01 -5.29  0.08
O: -10.18 2.02 0.40  -0.26
S: -9.02 2.75 0.02  0.57
O: -7.73 2.14 0.07  -0.30
O: -8.98 4.11 0.84  -0.26
C: -9.10 4.04 2.28  -0.25
C: -7.81 3.61 2.95  -0.07
C: -9.26 3.46 -1.57  -0.12
H: -9.92 3.37 2.55  0.12
H: -9.37 5.04 2.60  0.12
H: -7.56 2.58 2.71  0.07
H: -7.90 3.70 4.03  0.08
H: -6.98 4.23 2.61  0.08
H: -10.22 3.97 -1.58  0.08
H: -9.25 2.65 -2.29  0.08
H: -8.45 4.16 -1.77  0.07

---

The following is a DFT calculation (wB97M-V/def2-TZVPD) of a cluster of 5 separate species, C22H48F5NO17S5 in total in a non-equilibrium geometry.

Summary:
HOMO energy, eV: -8.69
SMILES string: CNC[C@@H](COCCC=O)OCS(=O)(=O)C(F)(F)C(F)(F)F.CCOS(C)(=O)=O.CCOS(C)(=O)=O.CCOS(C)(=O)=O.CCOS(C)(=O)=O
Molecular weight, g/mol: 853.94
Frontier orbital gap, eV: 8.765
Calculated total energy, Ha: -4691.00906

Last column: Löwdin charge in e.
Atoms and positions in Å:
C: -0.58 -3.17 0.26  -0.12
N: -1.83 -3.34 -0.52  -0.09
C: -2.56 -4.51 -0.02  -0.15
C: -3.91 -4.18 0.62  -0.26
C: -4.08 -2.75 1.08  -0.16
O: -2.99 -2.30 1.86  -0.13
C: -2.99 -0.87 1.91  -0.19
C: -2.21 -0.25 0.77  -0.12
C: -3.03 0.70 -0.07  -0.27
O: -4.21 0.81 -0.01  0.06
O: -4.93 -4.43 -0.38  -0.14
C: -6.18 -4.72 0.16  -0.22
S: -7.44 -3.82 -0.85  0.75
O: -6.77 -3.12 -1.87  -0.24
O: -8.42 -4.77 -1.24  -0.27
C: -8.28 -2.67 0.35  -0.50
F: -7.51 -2.33 1.35  0.14
F: -9.28 -3.34 0.85  0.14
C: -8.87 -1.35 -0.31  -0.66
F: -10.09 -1.18 0.14  0.19
F: -8.94 -1.41 -1.59  0.22
F: -8.18 -0.33 0.09  0.22
H: 0.11 -3.98 0.01  0.07
H: -0.80 -3.24 1.31  0.07
H: -0.09 -2.22 0.06  0.07
H: -1.51 -3.52 -1.46  0.10
H: -2.77 -5.16 -0.87  0.13
H: -1.98 -5.10 0.68  0.12
H: -4.09 -4.90 1.42  0.15
H: -4.29 -2.08 0.25  0.14
H: -4.97 -2.71 1.72  0.12
H: -2.53 -0.61 2.85  0.11
H: -4.01 -0.49 1.95  0.12
H: -1.37 0.34 1.14  0.08
H: -1.84 -0.99 0.08  0.10
H: -2.45 1.29 -0.81  0.12
H: -6.37 -5.78 0.01  0.12
H: -6.25 -4.43 1.20  0.11
C: 4.10 -0.80 -3.69  -0.07
C: 4.31 -2.30 -3.71  -0.25
O: 4.68 -2.82 -2.42  -0.26
S: 3.54 -2.98 -1.32  0.56
C: 4.46 -3.96 -0.18  -0.12
O: 2.48 -3.76 -1.86  -0.28
O: 3.29 -1.70 -0.72  -0.28
H: 3.23 -0.53 -3.09  0.07
H: 3.94 -0.42 -4.70  0.09
H: 4.96 -0.30 -3.25  0.07
H: 3.43 -2.82 -4.08  0.11
H: 5.14 -2.55 -4.38  0.12
H: 4.68 -4.92 -0.65  0.08
H: 3.84 -4.10 0.70  0.08
H: 5.37 -3.43 0.08  0.07
C: 9.24 3.19 -4.81  -0.07
C: 8.88 2.39 -3.58  -0.25
O: 8.19 3.18 -2.59  -0.26
S: 6.65 3.52 -2.84  0.57
C: 6.29 4.12 -1.23  -0.12
O: 5.94 2.30 -3.07  -0.28
O: 6.56 4.61 -3.77  -0.27
H: 8.34 3.49 -5.36  0.07
H: 9.86 2.60 -5.48  0.08
H: 9.77 4.10 -4.54  0.09
H: 8.28 1.51 -3.83  0.11
H: 9.79 2.04 -3.09  0.12
H: 6.39 3.30 -0.52  0.07
H: 5.26 4.48 -1.24  0.07
H: 6.97 4.93 -0.99  0.08
C: -0.46 -1.03 5.72  -0.07
C: 0.42 0.20 5.59  -0.25
O: 1.33 0.10 4.48  -0.26
S: 0.74 0.32 3.01  0.57
C: 2.28 0.46 2.17  -0.11
O: 0.06 1.58 2.98  -0.27
O: 0.09 -0.88 2.59  -0.27
H: -1.15 -1.12 4.88  0.06
H: -1.05 -0.97 6.64  0.08
H: 0.15 -1.93 5.74  0.09
H: -0.18 1.11 5.50  0.11
H: 1.04 0.31 6.47  0.12
H: 2.79 1.35 2.51  0.07
H: 2.06 0.54 1.10  0.08
H: 2.87 -0.43 2.36  0.07
C: -2.95 4.93 1.82  -0.07
C: -2.55 6.24 1.17  -0.25
O: -1.17 6.25 0.76  -0.26
S: -0.77 5.44 -0.55  0.56
C: 0.84 6.12 -0.75  -0.12
O: -1.60 5.88 -1.63  -0.27
O: -0.66 4.06 -0.22  -0.28
H: -2.93 4.11 1.11  0.07
H: -3.96 5.00 2.23  0.08
H: -2.26 4.68 2.63  0.08
H: -3.19 6.47 0.31  0.12
H: -2.66 7.05 1.88  0.12
H: 0.76 7.18 -0.96  0.07
H: 1.31 5.60 -1.58  0.08
H: 1.41 5.94 0.16  0.07